Computed, not measured: a molecular structure, C37H44BCaFN12O5S2, with ωB97M-V with the def2-TZVPD basis set.

```
! RIJCOSX wB97M-V def2-TZVPD def2/J DEFGRID3
* xyz 0 1
Ca 0.167 -0.160 0.012
C 5.712 2.897 4.429
C 4.322 2.825 5.040
N 3.283 2.651 4.034
C 2.775 1.404 3.815
C 1.943 1.023 2.813
C 1.514 -0.470 2.912
O 1.676 -0.974 4.022
O 1.059 -0.994 1.869
C 1.578 2.023 1.842
O 0.949 1.874 0.791
C 1.956 3.410 2.207
C 1.472 4.451 1.420
C 1.859 5.737 1.668
F 1.339 6.751 0.924
C 2.779 6.040 2.674
C 3.271 5.012 3.457
C 2.845 3.691 3.253
N 3.266 7.360 2.926
C 3.007 7.940 4.234
C 4.295 8.647 4.674
N 5.048 9.007 3.413
C 4.109 9.548 2.373
C 3.225 8.381 1.896
H 6.465 3.039 5.206
H 5.799 3.714 3.711
H 5.936 1.973 3.896
H 4.093 3.706 5.646
H 4.249 1.970 5.709
H 3.063 0.639 4.527
H 0.787 4.211 0.616
H 4.021 5.242 4.201
H 2.744 7.165 4.948
H 2.168 8.648 4.199
H 4.954 7.998 5.248
H 4.123 9.572 5.222
H 5.439 8.135 3.047
H 5.810 9.652 3.614
H 4.701 9.987 1.573
H 3.542 10.336 2.866
H 3.613 7.963 0.968
H 2.223 8.773 1.694
B -2.635 -1.577 0.711
N -2.589 -0.459 1.793
C -3.350 -0.302 2.884
C -2.942 0.842 3.546
C -1.893 1.323 2.754
N -1.688 0.538 1.706
N -2.935 -0.922 -0.678
C -4.024 -1.047 -1.448
C -3.863 -0.258 -2.573
C -2.607 0.328 -2.386
N -2.059 -0.073 -1.246
H -3.547 -2.321 0.973
H -1.565 -2.141 0.656
H -4.121 -1.022 3.102
H -3.335 1.251 4.460
H -1.272 2.197 2.893
H -4.825 -1.692 -1.129
H -4.546 -0.131 -3.395
H -2.060 1.012 -3.016
N 6.817 0.609 -5.628
C 6.126 0.340 -4.439
C 6.456 -0.761 -3.656
C 5.792 -0.996 -2.461
C 4.801 -0.134 -2.030
C 4.469 0.973 -2.806
C 5.124 1.211 -3.997
S 3.900 -0.423 -0.525
O 3.971 0.813 0.229
O 4.483 -1.611 0.052
N 2.390 -0.579 -0.969
C 1.949 -1.658 -1.675
S 2.869 -2.725 -2.689
C 1.415 -3.527 -3.152
C 0.362 -2.960 -2.521
N 0.655 -1.918 -1.687
H 7.239 -0.203 -6.050
H 6.277 1.127 -6.304
H 7.232 -1.441 -3.986
H 6.033 -1.858 -1.852
H 3.683 1.638 -2.468
H 4.866 2.077 -4.597
H 1.410 -4.373 -3.817
H -0.667 -3.276 -2.614
N 0.550 1.478 -2.290
C 0.595 2.142 -3.231
N 0.626 2.889 -4.328
C -0.156 4.136 -4.342
C -1.077 4.166 -5.562
C -1.708 2.792 -5.752
C -0.640 1.747 -6.125
C 0.737 2.165 -5.601
H 0.517 4.996 -4.320
H -0.762 4.157 -3.434
H -0.519 4.454 -6.457
H -1.832 4.938 -5.407
H -2.490 2.822 -6.510
H -2.197 2.501 -4.818
H -0.581 1.630 -7.210
H -0.913 0.773 -5.716
H 1.251 2.822 -6.305
H 1.388 1.308 -5.433
*
```

Frontier orbital gap = 4.637 eV
LUMO level = -1.8 eV
HOMO = -6.4 eV

=====

Computed, not measured: a molecular structure, C37H44OP2PtSSi2 in a non-equilibrium geometry, with ωB97M-V with the def2-TZVPD basis set.

```
! RIJCOSX wB97M-V def2-TZVPD def2/J DEFGRID3
* xyz 2 1
Pt -0.919 -1.147 -0.400
C -3.006 -0.453 2.533
Si -2.698 -1.648 1.093
C -4.299 -2.537 0.594
C -1.607 -3.095 1.869
C -2.015 -3.526 3.129
C -1.227 -4.443 3.816
C -0.056 -4.925 3.255
C 0.336 -4.523 1.986
C -0.461 -3.620 1.281
Si 0.180 -3.265 -0.525
C 2.059 -3.476 -0.544
C -0.529 -4.623 -1.640
H -2.999 -0.994 3.478
H -3.982 0.019 2.420
H -2.262 0.343 2.595
H -5.095 -2.196 1.257
H -4.198 -3.616 0.687
H -4.609 -2.313 -0.430
H -2.929 -3.168 3.583
H -1.532 -4.769 4.802
H 0.565 -5.628 3.795
H 1.244 -4.917 1.549
H 2.531 -3.051 0.340
H 2.510 -3.011 -1.424
H 2.283 -4.542 -0.583
H -0.020 -5.560 -1.406
H -0.333 -4.386 -2.688
H -1.600 -4.774 -1.521
C -3.732 -3.590 -3.179
S -3.412 -1.806 -3.138
C -2.851 -1.632 -4.861
O -2.135 -1.632 -2.341
H -2.922 -4.107 -3.688
H -4.679 -3.735 -3.699
H -3.823 -3.946 -2.154
H -3.200 -2.466 -5.464
H -1.764 -1.605 -4.825
H -3.236 -0.701 -5.270
C 0.635 1.950 1.426
P 0.680 0.493 0.287
C 1.820 -0.482 1.332
C 1.265 -1.113 2.447
C 2.073 -1.822 3.318
C 3.439 -1.909 3.080
C 3.993 -1.294 1.968
C 3.187 -0.581 1.091
C 1.595 0.911 -1.219
C 2.772 1.656 -1.229
C 3.432 1.881 -2.425
C 2.928 1.376 -3.615
C 1.745 0.653 -3.618
C 1.080 0.424 -2.425
P -0.565 3.354 1.097
C -0.434 3.681 -0.697
C -1.486 3.295 -1.522
C -1.442 3.567 -2.882
C -0.348 4.226 -3.419
C 0.708 4.606 -2.601
C 0.666 4.342 -1.242
C 0.301 4.764 1.842
C 1.181 4.623 2.915
C 1.844 5.734 3.414
C 1.611 6.989 2.873
C 0.695 7.143 1.839
C 0.027 6.039 1.340
H 1.667 2.317 1.473
H 0.378 1.543 2.405
H 0.198 -1.041 2.632
H 1.636 -2.299 4.186
H 4.073 -2.451 3.769
H 5.056 -1.359 1.779
H 3.625 -0.117 0.218
H 3.179 2.058 -0.310
H 4.347 2.459 -2.429
H 3.455 1.555 -4.542
H 1.342 0.271 -4.546
H 0.146 -0.135 -2.425
H -2.351 2.804 -1.090
H -2.277 3.296 -3.516
H -0.322 4.464 -4.475
H 1.559 5.127 -3.019
H 1.482 4.659 -0.604
H 1.360 3.651 3.359
H 2.544 5.619 4.231
H 2.129 7.852 3.269
H 0.496 8.124 1.431
H -0.700 6.159 0.547
*
```

Frontier orbital gap = 4.736 eV
LUMO level = -7.7 eV
HOMO = -12.4 eV

=====

Computed, not measured: a molecular structure, C37H45N9STi in a non-equilibrium geometry, with ωB97M-V with the def2-TZVPD basis set.

```
! RIJCOSX wB97M-V def2-TZVPD def2/J DEFGRID3
* xyz 2 3
Ti 0.864 -0.226 0.060
C 3.584 -1.036 -0.700
N 2.271 -1.014 -1.373
C 1.862 -2.349 -1.797
C 1.467 -3.125 -0.571
C 1.632 -4.494 -0.487
C 1.294 -5.149 0.692
C 0.857 -4.372 1.760
C 0.714 -3.009 1.595
N 0.952 -2.375 0.427
C 2.282 -0.073 -2.489
C 2.310 1.307 -1.888
C 2.907 2.384 -2.504
C 2.982 3.600 -1.832
C 2.549 3.639 -0.511
C 1.966 2.519 0.041
N 1.769 1.381 -0.651
C 3.535 -0.738 0.784
C 4.693 -0.866 1.532
C 4.662 -0.573 2.889
C 3.447 -0.213 3.460
C 2.333 -0.123 2.654
N 2.367 -0.345 1.329
H 4.062 -2.016 -0.837
H 4.247 -0.289 -1.159
H 0.998 -2.275 -2.472
H 2.667 -2.870 -2.339
H 2.009 -5.045 -1.335
H 1.375 -6.220 0.775
H 0.617 -4.829 2.705
H 0.365 -2.385 2.409
H 3.157 -0.226 -3.138
H 1.380 -0.220 -3.091
H 3.308 2.266 -3.497
H 3.407 4.467 -2.306
H 2.656 4.532 0.082
H 1.653 2.507 1.077
H 5.612 -1.174 1.055
H 5.559 -0.630 3.481
H 3.379 0.003 4.512
H 1.365 0.136 3.063
N -2.203 -2.405 0.927
C -2.224 -1.690 2.094
N -1.338 -0.789 2.384
C -1.630 -0.202 3.606
C -0.943 0.838 4.231
C -1.385 1.311 5.449
C -2.498 0.766 6.079
C -3.209 -0.256 5.482
C -2.774 -0.716 4.252
S -3.502 -1.955 3.263
H -1.269 -2.629 0.603
H -2.830 -3.196 0.915
H -0.067 1.291 3.788
H -0.861 2.126 5.922
H -2.818 1.153 7.031
H -4.081 -0.685 5.949
N -0.738 1.421 0.810
C -0.924 2.809 0.520
C -0.436 3.785 1.386
C -0.562 5.126 1.070
C -1.201 5.512 -0.096
C -1.742 4.549 -0.931
C -1.617 3.206 -0.619
H -0.763 1.286 1.821
H -1.517 0.892 0.411
H 0.033 3.498 2.319
H -0.173 5.875 1.743
H -1.299 6.557 -0.341
H -2.283 4.845 -1.817
H -2.080 2.457 -1.246
C -2.269 -2.912 -2.564
C -3.098 -1.708 -2.117
N -2.604 -0.452 -2.674
C -3.475 0.172 -3.658
C -3.369 -0.461 -5.040
C -1.402 0.034 -2.318
C -0.796 1.137 -3.138
N -0.723 -0.446 -1.312
H -2.749 -3.824 -2.225
H -1.260 -2.887 -2.156
H -2.195 -2.945 -3.647
H -3.145 -1.656 -1.022
H -4.117 -1.842 -2.476
H -3.261 1.238 -3.719
H -4.500 0.070 -3.290
H -2.368 -0.350 -5.451
H -4.072 0.034 -5.702
H -3.618 -1.519 -5.006
H -1.508 1.918 -3.387
H -0.435 0.731 -4.084
H 0.026 1.587 -2.587
H -1.246 -1.181 -0.835
*
```

Frontier orbital gap (spin up / spin down) = 5.722 / 8.149 eV
LUMO level (spin up / spin down) = -5.0 / -5.0 eV
⟨S²⟩ = 2.02
HOMO (spin up / spin down) = -10.7 / -13.2 eV

=====

Computed, not measured: 11 unconnected molecules or ions with the total composition C37H46F10N2O30PS in a non-equilibrium geometry, with ωB97M-V with the def2-TZVPD basis set.

```
! RIJCOSX wB97M-V def2-TZVPD def2/J DEFGRID3
* xyz 1 1
N 2.539 -9.649 3.098
P 3.335 -8.710 2.101
N 2.530 -7.165 1.776
C 1.490 -6.642 2.350
C 1.000 -5.282 1.778
C -0.567 -5.188 1.467
C -1.422 -6.159 2.361
C -1.744 -7.564 1.713
S -0.692 -7.974 0.258
C 1.771 -5.303 0.372
C 2.997 -6.215 0.719
H 1.675 -9.210 3.421
H 3.427 -9.358 0.822
H 4.618 -8.377 2.618
H 0.971 -7.139 3.196
H 1.339 -4.337 2.274
H -0.848 -4.151 1.780
H -0.781 -5.241 0.377
H -2.403 -5.660 2.566
H -0.968 -6.343 3.368
H -1.529 -8.341 2.496
H -2.842 -7.628 1.533
H -1.092 -9.245 -0.117
H 1.254 -5.844 -0.457
H 2.077 -4.305 -0.018
H 3.656 -6.610 -0.085
H 3.664 -5.522 1.301
C 1.746 -0.497 -1.177
C 0.273 -0.240 -1.234
O -0.262 -1.317 -0.472
C 0.693 -1.641 0.431
O 0.496 -2.313 1.403
O 1.892 -1.111 0.110
F -0.194 -0.327 -2.500
H 2.082 -1.192 -1.950
H 2.333 0.416 -1.247
H -0.037 0.711 -0.793
C -0.466 -0.593 5.071
C -0.697 -0.465 3.595
O -0.397 0.900 3.345
C 0.525 1.257 4.280
O 1.198 2.236 4.216
O 0.587 0.355 5.289
F -1.997 -0.693 3.276
H -1.350 -0.312 5.667
H -0.158 -1.597 5.361
H -0.053 -1.097 2.978
C 1.910 2.114 -4.710
C 2.153 3.587 -4.604
O 2.004 3.833 -3.214
C 2.366 2.684 -2.593
O 2.621 2.602 -1.430
O 2.411 1.637 -3.453
F 1.210 4.281 -5.276
H 0.850 1.870 -4.798
H 2.442 1.661 -5.543
H 3.147 3.908 -4.927
C -5.202 -0.412 8.358
C -3.975 0.133 9.023
O -2.932 -0.628 8.430
C -3.373 -0.960 7.191
O -2.666 -1.364 6.316
O -4.708 -0.770 7.065
F -3.987 -0.108 10.355
H -5.588 -1.302 8.858
H -5.998 0.321 8.286
H -3.798 1.196 8.845
C 5.145 4.536 -0.076
C 6.253 4.701 0.922
O 7.411 4.437 0.151
C 7.105 4.803 -1.125
O 7.907 4.971 -1.983
O 5.765 4.959 -1.289
F 6.166 3.778 1.912
H 4.823 3.498 -0.177
H 4.277 5.151 0.157
H 6.322 5.701 1.358
C 1.717 3.894 6.717
C 1.942 5.374 6.801
O 1.801 5.637 8.186
C 2.182 4.496 8.824
O 2.445 4.432 9.980
O 2.230 3.440 7.970
F 0.983 6.059 6.127
H 0.658 3.635 6.643
H 2.247 3.437 5.886
H 2.929 5.700 6.465
C -0.629 4.627 -8.911
C -2.090 4.751 -8.609
O -2.348 3.599 -7.822
C -1.183 3.313 -7.183
O -1.096 2.581 -6.246
O -0.134 3.969 -7.739
F -2.836 4.683 -9.739
H -0.434 4.002 -9.788
H -0.146 5.601 -9.055
H -2.359 5.648 -8.046
C -2.181 -1.203 -5.715
C -1.658 -2.329 -6.555
O -0.477 -1.783 -7.113
C -0.026 -0.870 -6.210
O 1.068 -0.408 -6.214
O -0.981 -0.555 -5.301
F -2.514 -2.635 -7.560
H -2.794 -0.502 -6.288
H -2.755 -1.551 -4.857
H -1.413 -3.235 -5.994
C -8.840 -2.841 5.647
C -8.120 -3.520 6.774
O -7.414 -2.454 7.383
C -8.155 -1.335 7.154
O -8.014 -0.308 7.735
O -9.080 -1.541 6.183
F -7.225 -4.430 6.312
H -8.223 -2.756 4.749
H -9.773 -3.338 5.387
H -8.776 -3.992 7.509
C 3.073 6.885 -11.284
C 2.268 7.687 -12.263
O 0.935 7.450 -11.841
C 1.002 7.220 -10.505
O 0.063 7.247 -9.771
O 2.271 6.961 -10.105
F 2.417 7.217 -13.524
H 3.178 5.841 -11.586
H 4.064 7.304 -11.114
H 2.473 8.760 -12.245
*
```

Frontier orbital gap = 7.742 eV
LUMO level = -4.4 eV
HOMO = -12.1 eV

=====

What ΔE to the lowest compared entry with this formula, charge and spin values result from the calculations? In sequence: 262.6 350.4 186.5 233.1 kJ/mol.
What E_tot values result from the calculations? In sequence: -110707.8153 -89531.4350 -86451.7896 -150811.1281 eV.